Record 1
Formula: C24H45AlBF4P2
Source: the Open Molecules 2025 dataset
Level of theory: the ωB97M-V functional and the def2-TZVPD basis

The geometry in ORCA input format:
```
! RIJCOSX wB97M-V def2-TZVPD def2/J DEFGRID3
* xyz 1 1
Al 0.4488 -1.0341 -0.9129
C -2.9665 1.8758 0.3907
C -3.6612 1.0179 -0.5029
C -2.8413 -0.2709 1.2206
C -2.4366 1.0809 1.4417
C -3.5976 -0.3090 0.0153
C -2.7296 3.3266 0.1797
H -2.6144 3.5293 -0.8857
H -1.8149 3.6217 0.6940
H -3.5432 3.9583 0.5463
C -1.5832 1.5714 2.5276
H -0.9778 2.4247 2.2025
H -0.9135 0.7915 2.8974
H -2.1990 1.9155 3.3720
C -2.5354 -1.4461 2.0743
H -3.4056 -1.6873 2.6990
H -1.6975 -1.2460 2.7523
H -2.3180 -2.3423 1.4755
C -4.1321 -1.4982 -0.6615
H -5.1975 -1.3713 -0.8874
H -4.0066 -2.3870 -0.0371
H -3.6151 -1.6725 -1.6222
C -4.2190 1.4147 -1.8105
H -5.1741 1.9677 -1.7526
H -4.3760 0.5247 -2.4365
H -3.4981 2.0760 -2.3152
C 1.9258 0.2976 -1.4642
C 0.6949 0.9978 -1.3839
C -0.1044 1.3508 -2.6062
C -0.9695 0.1934 -3.1758
C -0.7293 -1.1560 -2.5334
C 0.5133 -1.8417 -2.7556
C 1.6311 -1.1992 -3.5742
C 2.5052 -0.1440 -2.7938
H 0.5150 1.7584 -3.4332
H -0.7902 0.1436 -4.2692
H -0.7988 2.1783 -2.3595
H 2.7434 0.6855 -3.4831
H 2.6630 0.4837 -0.6675
H 0.5213 1.6789 -0.5516
H 3.4772 -0.6187 -2.5767
H 2.3299 -1.9824 -3.9084
H 0.5124 -2.9301 -2.8368
H 1.2459 -0.7288 -4.4893
H -2.0378 0.4645 -3.0544
H -1.6372 -1.7598 -2.4369
P 2.2814 2.9600 1.3911
C 1.8922 3.6774 3.0254
H 2.7474 4.2477 3.4081
H 1.6343 2.8607 3.7116
H 1.0194 4.3311 2.9000
C 3.8268 2.0424 1.7563
H 4.6174 2.7555 2.0254
H 4.1392 1.4783 0.8699
H 3.6587 1.3265 2.5703
C 2.9805 4.3887 0.4878
H 3.1539 4.0891 -0.5558
H 3.9215 4.7057 0.9556
H 2.2447 5.2029 0.4880
P 1.1338 -3.4655 -0.0402
C -0.0603 -4.8058 -0.3624
H 0.4226 -5.5784 -0.9723
H -0.9371 -4.4093 -0.8870
H -0.3674 -5.2355 0.5960
C 2.6678 -4.0335 -0.8274
H 2.5062 -4.1584 -1.9035
H 2.9575 -4.9915 -0.3826
H 3.4569 -3.2873 -0.6725
C 1.4092 -3.6108 1.7404
H 2.0330 -4.4901 1.9330
H 0.4505 -3.7313 2.2443
H 1.9045 -2.7169 2.1265
F 0.1271 -0.7268 0.7498
B 1.3935 -0.6347 4.3283
F 2.0645 0.5306 4.2469
F 0.0532 -0.6383 4.2599
F 2.0611 -1.7865 4.4781
*
```

HOMO (spin up / spin down) = -9.2 / -9.1 eV
LUMO level (spin up / spin down) = -4.720 / -3.950 eV
total energy = -2290.856824 Eh

Atomic partial charges in e from the Löwdin method, atoms 1 to 8:
1 Al 0.160
2 C -0.211
3 C -0.180
4 C -0.186
5 C -0.176
6 C -0.218
7 C -0.044
8 H 0.062


Record 2
Formula: C2H4CaO4S
Source: the Open Molecules 2025 dataset
Level of theory: the ωB97M-V functional and the def2-TZVPD basis

The geometry in ORCA input format:
```
! RIJCOSX wB97M-V def2-TZVPD def2/J DEFGRID3
* xyz 0 1
Ca 0.8594 0.6809 -1.5424
S 2.5386 0.0432 0.5551
O 3.8365 -0.6321 0.2301
O 2.3769 1.3238 -0.3643
O 1.3461 -0.8234 -0.1593
O -1.0873 0.2543 -1.0555
C -1.2078 -0.7122 0.2981
C -1.7779 0.6361 0.1187
H -0.8501 -1.7342 0.1457
H -1.7684 -1.1167 1.1489
H -1.4274 1.4347 0.7794
H -2.8386 0.6456 -0.1545
*
```

HOMO (spin up / spin down) = -7.7 / -7.6 eV
LUMO level (spin up / spin down) = -1.824 / -0.913 eV
total energy = -1455.149738 Eh

Atomic partial charges in e from the Löwdin method, atoms 1 to 8:
1 Ca 1.454
2 S 0.620
3 O -0.512
4 O -0.769
5 O -0.739
6 O -0.345
7 C -0.028
8 C -0.174


Record 3
Formula: C9H24O3Tl
Source: the Open Molecules 2025 dataset
Level of theory: the ωB97M-V functional and the def2-TZVPD basis

The geometry in ORCA input format:
```
! RIJCOSX wB97M-V def2-TZVPD def2/J DEFGRID3
* xyz 4 2
Tl 1.1647 1.3317 1.3541
C 5.1069 -0.4441 -1.5129
C 3.6323 -0.0960 -1.7460
C 2.9120 -1.1900 -2.5511
O 3.0534 -0.0856 -0.4421
H 5.7620 0.4046 -1.3163
H 5.5650 -0.8137 -2.4303
H 5.2480 -1.1566 -0.7001
H 3.5463 0.8781 -2.2275
H 1.8575 -0.9910 -2.7422
H 3.0775 -2.1875 -2.1440
H 3.4472 -1.1793 -3.5006
H 3.4767 -0.8322 -0.0121
C -3.7084 2.3879 0.3638
C -2.6247 2.9363 1.2174
C -3.0199 3.5004 2.5557
O -1.6752 1.8913 1.5022
H -4.2040 1.5776 0.8985
H -3.2915 2.1218 -0.6076
H -4.3944 3.1881 0.0860
H -2.0387 3.6761 0.6722
H -2.0875 3.9260 2.9266
H -3.4145 2.8423 3.3299
H -3.7621 4.2861 2.4144
H -2.0766 1.1644 1.9839
C -0.1625 -3.2530 0.1417
C -0.6429 -1.8356 -0.0228
C -2.1272 -1.7009 -0.1040
O -0.3248 -1.1888 1.1693
H -0.6299 -4.0623 -0.4192
H -0.0763 -3.5786 1.1784
H 0.8812 -3.3823 -0.1447
H -0.1405 -1.3500 -0.8594
H -2.5055 -0.6842 0.0024
H -2.5505 -2.1442 0.7973
H -2.5058 -2.2568 -0.9618
H -0.7673 -1.7002 1.8507
*
```

HOMO (spin up / spin down) = -25.2 / -25.1 eV
LUMO level (spin up / spin down) = -19.085 / -18.442 eV
total energy = -753.493144 Eh

Atomic partial charges in e from the Löwdin method, atoms 1 to 8:
1 Tl 1.237
2 C 0.051
3 C -0.315
4 C 0.078
5 O 0.028
6 H 0.140
7 H 0.132
8 H 0.121


Record 4
Formula: C6H11N3O
Source: the Open Molecules 2025 dataset
Level of theory: the ωB97M-V functional and the def2-TZVPD basis

The geometry in ORCA input format:
```
! RIJCOSX wB97M-V def2-TZVPD def2/J DEFGRID3
* xyz 0 1
C 0.8140 2.6810 0.1129
C 0.5744 2.3959 -1.3517
O 1.1510 2.9820 -2.2470
N -0.5798 1.6757 -1.6507
H 0.0076 2.2709 0.7523
H 0.7681 3.7484 0.3440
H -0.6532 1.2673 -2.5679
H -0.9759 1.1827 -0.8634
H 1.8169 2.3454 0.3775
C -0.1535 -1.2766 2.9898
C 0.1365 -2.7360 0.9042
C -0.2442 -1.5707 1.5174
C -0.7701 -1.3680 -0.5572
N -0.1196 -2.5540 -0.4546
N -0.8956 -0.7841 0.6120
H 0.4063 -3.6869 1.3040
H 0.1424 -3.1797 -1.1920
H 0.7715 -0.8514 3.3576
H -0.3990 -2.1956 3.5331
H -1.0257 -0.9095 -1.5068
H -0.9750 -0.5428 3.0456
*
```

HOMO = -8.9 eV
LUMO level = 0.652 eV
total energy = -474.743635 Eh

Atomic partial charges in e from the Löwdin method, atoms 1 to 8:
1 C -0.015
2 C -0.572
3 O 0.029
4 N 0.136
5 H 0.074
6 H 0.082
7 H 0.095
8 H 0.043


Record 5
Formula: C12H27N3O
Source: the Open Molecules 2025 dataset
Level of theory: the ωB97M-V functional and the def2-TZVPD basis

The geometry in ORCA input format:
```
! RIJCOSX wB97M-V def2-TZVPD def2/J DEFGRID3
* xyz 0 1
O -2.0976 -1.5440 -3.3276
C -1.4848 -1.1247 -2.3538
N 0.6284 -1.0499 -3.6846
N -0.1119 -0.9013 -2.4561
N -1.4583 0.3279 -0.2424
C -2.2079 -0.6513 -1.1143
C 1.2376 -3.2396 2.5679
C 3.0588 2.1069 -0.4460
C -1.5015 0.0485 1.2047
C -1.5198 1.7581 -0.6409
C -0.0938 -2.9439 3.2660
C 2.1246 3.1045 -1.1256
C -0.9376 -1.3159 1.4974
C -0.2073 2.5070 -0.3153
C -0.5926 -1.5030 2.9899
C 0.7573 2.5031 -1.5138
H 0.0931 -1.6026 -4.3481
H 0.8725 -0.1712 -4.1159
H 0.3101 -0.5309 -1.5854
H -3.1009 -0.1483 -1.4840
H -2.6067 -1.5138 -0.5768
H 1.7240 -4.1599 2.9411
H 1.0794 -3.3096 1.4823
H 1.9619 -2.4407 2.7696
H 4.0009 2.5602 -0.1577
H 3.2115 1.2676 -1.1264
H 2.5635 1.7426 0.4856
H -2.5690 0.0973 1.5362
H -0.9192 0.7921 1.7746
H -2.3702 2.2459 -0.1452
H -1.7363 1.8560 -1.7272
H 0.0520 -3.0571 4.3511
H -0.7874 -3.7350 2.9073
H 2.5487 3.4424 -2.0614
H 2.0051 3.9769 -0.4562
H -1.6511 -2.1132 1.1993
H -0.0254 -1.4383 0.9283
H -0.4508 3.5269 -0.1007
H 0.2772 2.0784 0.5515
H 0.1306 -0.7534 3.2616
H -1.4826 -1.3197 3.6136
H 0.3432 3.1244 -2.3420
H 0.9321 1.5006 -1.8808
*
```

HOMO = -8.5 eV
LUMO level = 0.869 eV
total energy = -712.895275 Eh

Atomic partial charges in e from the Löwdin method, atoms 1 to 8:
1 O 0.025
2 C -0.462
3 N 0.042
4 N -0.018
5 N -0.173
6 C -0.079
7 C -0.129
8 C -0.111


Record 6
Formula: C19H15ClN4O3S3
Source: the Open Molecules 2025 dataset
Level of theory: the ωB97M-V functional and the def2-TZVPD basis

The geometry in ORCA input format:
```
! RIJCOSX wB97M-V def2-TZVPD def2/J DEFGRID3
* xyz 0 1
O 3.0774 4.7447 2.0550
C 2.8267 3.7852 1.2248
N 1.6190 3.3345 0.7595
N 1.4227 2.5277 -0.1100
C 0.1703 2.4012 -0.4851
C -0.0016 1.3066 -1.3052
C 0.9741 1.0239 -2.1517
C 0.7254 -0.0151 -3.4409
C -0.4645 -0.6674 -3.4496
C -1.5474 -0.3621 -2.4250
C -1.1107 0.4138 -1.4565
C -2.1858 0.8145 -0.5480
O -2.2513 1.4194 0.6157
O -3.5146 0.4434 -0.8864
H -4.2079 0.7119 -0.3198
H -2.3928 -0.8575 -2.3107
H -0.8156 -1.3287 -4.0249
H 1.4749 -0.2227 -3.9558
H 1.8347 1.3275 -2.4239
H -0.5023 2.6525 0.2330
H 0.9681 4.0431 1.1366
C 4.2526 2.8987 0.8911
H 3.9506 2.3966 -0.1811
H 5.1139 3.4721 0.9056
S 4.4041 1.5578 1.7361
C 3.1518 0.3893 1.4346
N 2.3576 -0.0682 2.2844
N 1.7813 -1.3120 1.5845
C 1.9950 -1.2043 0.5027
S 1.1196 -2.3641 -0.5996
C 0.2220 -3.4248 0.4674
C -1.1286 -2.6412 0.7114
C -2.2255 -2.9901 -0.0148
C -3.4890 -2.2400 0.2422
C -3.5977 -1.4810 1.3662
C -2.4773 -1.5057 2.1826
C -1.3362 -1.8592 1.7617
H -0.4462 -1.7652 2.8332
H -2.6237 -0.6886 3.0554
Cl -4.9672 -0.8864 1.7216
H -4.3855 -2.5504 -0.2582
H -1.9237 -3.6247 -0.6659
H 0.1399 -4.2388 0.1173
H 0.7797 -3.2718 1.4990
S 3.2337 -0.0946 -0.3086
*
```

HOMO = -8.5 eV
LUMO level = -0.621 eV
total energy = -2831.921294 Eh

Atomic partial charges in e from the Löwdin method, atoms 1 to 8:
1 O -0.010
2 C -0.305
3 N 0.001
4 N 0.046
5 C -0.020
6 C -0.203
7 C 0.017
8 C 0.074


Record 7
Formula: C8H9NO3
Source: the Open Molecules 2025 dataset
Level of theory: the ωB97M-V functional and the def2-TZVPD basis

The geometry in ORCA input format:
```
! RIJCOSX wB97M-V def2-TZVPD def2/J DEFGRID3
* xyz 0 1
C 2.7359 -1.0615 0.7766
C 1.5613 -1.5858 0.3310
C 3.1552 0.2109 0.4918
C 0.6197 -0.7667 -0.3041
C 1.0140 0.5755 -0.4655
C -1.7830 -0.8141 -0.8108
C -1.8124 0.4056 0.2810
C -3.2572 1.2756 0.2003
N 2.2810 0.9762 -0.2066
O 2.6019 2.1301 -0.4812
O -0.5581 -1.3237 -0.5949
O -1.0512 0.5496 1.1338
H 3.3985 -1.8013 1.1236
H 1.3281 -2.6208 0.5639
H 4.1065 0.5280 0.5779
H -2.0661 -0.7970 -1.9297
H 0.7206 1.1006 -1.2488
H -2.4911 -1.4043 -0.2563
H -3.9993 0.6162 -0.2165
H -3.1673 2.3109 -0.2380
H -3.3371 1.4960 1.2727
*
```

HOMO (spin up / spin down) = -8.1 / -8.1 eV
LUMO level (spin up / spin down) = 0.591 / 0.591 eV
total energy = -590.531631 Eh

Atomic partial charges in e from the Löwdin method, atoms 1 to 8:
1 C -0.056
2 C -0.009
3 C -0.003
4 C -0.235
5 C 0.046
6 C -0.109
7 C -0.355
8 C 0.008


Record 8
Formula: C10H19BrOSi
Source: the Open Molecules 2025 dataset
Level of theory: the ωB97M-V functional and the def2-TZVPD basis

The geometry in ORCA input format:
```
! RIJCOSX wB97M-V def2-TZVPD def2/J DEFGRID3
* xyz 0 3
C -0.1635 1.5168 0.7510
C -1.1921 0.8936 0.8582
C 2.4184 0.6307 0.0464
C 3.3287 2.8682 0.0067
C 1.5586 2.2041 -1.6476
C -0.9188 -4.1322 0.8027
C -3.3024 -2.9450 -1.1780
C 0.8977 2.4796 0.7769
C -2.4276 0.2059 0.6886
C 2.0492 2.0434 -0.1409
O -1.7106 -1.5425 0.7541
Si -2.4535 -2.9884 0.5245
Br -3.2815 0.6121 -0.9200
H 2.7784 0.4501 1.0359
H 3.1825 0.2063 -0.5905
H 1.5262 -0.1093 0.1592
H 3.8001 2.6452 1.0007
H 3.9199 2.8819 -0.8277
H 3.0587 3.9131 0.2723
H 1.1061 3.1800 -1.8045
H 2.6163 2.1068 -2.1162
H 0.8923 1.4557 -1.8950
H -1.1867 -4.9889 1.4085
H -0.4405 -4.4806 -0.1691
H -0.1705 -3.5115 1.3766
H -4.0054 -3.7371 -1.4235
H -3.9597 -2.1248 -1.0446
H -2.6969 -2.7915 -2.0262
H 1.1108 2.5209 1.8745
H 0.5904 3.5119 0.5186
H -3.2355 0.3428 1.4397
H -3.6892 -3.3171 1.4888
*
```

HOMO (spin up / spin down) = -6.3 / -9.2 eV
LUMO level (spin up / spin down) = 0.756 / -3.447 eV
total energy = -3330.913815 Eh

Atomic partial charges in e from the Löwdin method, atoms 1 to 8:
1 C -0.058
2 C -0.138
3 C -0.096
4 C -0.059
5 C -0.018
6 C -0.198
7 C -0.197
8 C -0.167